(1)
DFT (wB97M-V/def2-TZVPD) results for a cluster of 3 separate species, C15H23F3N6O2PS in total in a non-equilibrium geometry.

Summary:
**Kohn-Sham gap**: 0.231 Ha
**Molecular weight**: 439.42 g/mol
**E_HOMO**: -11.342 eV
**Calculated total energy**: -2103.1027 Ha
**Charge**: +1

Atoms and positions in Å:
H: -2.53 2.30 -0.26
H: 4.82 1.06 3.06
N: -5.91 -5.12 -2.03
N: 4.50 3.56 3.16
C: -6.24 -6.20 -1.27
H: -0.82 4.64 -2.28
H: -6.44 -4.99 -2.88
C: -1.59 1.65 -0.31
N: 5.27 1.52 3.84
C: 0.91 1.62 -0.40
C: -0.85 1.74 1.11
F: 4.23 -0.43 1.69
H: 1.30 1.15 1.62
H: 4.03 3.15 2.37
N: 0.62 1.44 0.89
H: 4.43 4.56 3.29
C: 5.22 2.85 4.07
H: -2.72 -0.70 1.17
C: 2.33 1.39 -1.13
H: 3.28 1.84 0.87
H: -1.12 2.62 1.79
H: -3.54 -3.08 0.28
H: -5.19 -4.47 -1.79
H: -1.68 0.51 -3.18
C: 3.56 1.29 -0.11
N: -3.10 -2.61 -1.82
C: 3.99 -0.19 0.29
C: -2.08 0.23 -0.85
H: -1.33 4.38 -0.02
H: -2.57 -1.88 -3.79
C: -2.60 -1.60 -2.68
C: -3.12 -2.29 -0.44
H: 2.22 0.40 -1.71
C: -2.05 -0.20 -2.37
H: 2.52 2.20 -1.93
C: -0.35 2.12 -1.23
H: -5.71 -7.12 0.45
O: 5.77 3.38 5.01
C: 4.19 -1.27 -0.58
H: 4.49 1.82 -0.54
H: -0.39 1.96 -2.36
S: 1.36 4.71 -0.56
P: -0.39 4.01 -1.06
F: 4.69 -2.48 -0.03
O: -7.12 -6.98 -1.58
C: -2.65 -0.91 0.05
H: 5.80 0.96 4.49
F: 3.99 -1.27 -1.97
H: -1.20 0.79 1.67
N: -5.50 -6.34 -0.14
H: -4.77 -5.70 0.14

=====

(2)
DFT (wB97M-V/def2-TZVPD) results for a cluster of 4 separate species, C15H23F5N4O4S in total in a non-equilibrium geometry.

Summary:
**Kohn-Sham gap**: 0.359 Ha
**Molecular weight**: 450.43 g/mol
**E_HOMO**: -9.894 eV
**Calculated total energy**: -2002.7092 Ha
**Charge**: 0

Atoms and positions in Å:
N: 2.54 4.15 0.13
H: -5.14 -2.14 -4.37
H: -1.35 0.78 -3.23
C: -2.21 -0.75 -1.75
C: 4.55 -1.29 5.07
H: 3.10 -2.48 1.19
H: -5.36 -0.48 -4.96
S: -1.90 -1.82 0.69
H: 3.86 5.25 2.84
N: -2.57 -0.59 -0.31
F: -3.33 1.07 1.82
C: 2.79 -0.30 1.20
N: -2.75 -1.60 -6.44
H: 0.50 -0.85 -1.59
N: 5.70 -1.31 2.67
C: -3.80 -1.56 -5.92
H: -5.91 -1.85 -5.95
H: 4.64 -2.27 5.53
H: 3.49 -1.04 4.97
H: 2.74 0.53 -1.39
C: 3.08 -1.66 0.40
C: 0.25 0.26 -1.72
F: -4.82 -1.45 -0.47
H: -1.66 -1.70 -2.02
H: -1.71 1.41 -1.53
C: -4.30 0.12 1.43
C: 2.93 4.20 1.24
O: -2.79 -2.98 0.93
H: -3.12 -0.71 -2.46
F: -4.48 -0.94 2.33
H: -5.29 0.68 1.37
O: -0.58 -2.33 0.20
F: -4.42 0.72 -0.89
C: 2.34 1.23 -0.56
H: 0.36 0.74 0.54
H: 0.34 2.20 -0.56
H: 2.63 2.30 -0.89
H: 2.17 -1.84 -0.26
H: 4.19 3.50 2.80
O: 2.27 -0.40 2.33
C: -1.27 0.53 -2.12
C: 5.20 -1.30 3.72
C: -4.00 -0.37 -0.08
H: 2.60 4.10 3.34
H: 5.03 -0.55 5.70
O: 3.05 0.99 0.68
C: -5.14 -1.50 -5.26
H: 4.06 -1.59 -0.19
C: 0.75 1.13 -0.46
C: 3.43 4.27 2.65
H: 0.88 0.63 -2.61
F: -1.58 -1.15 2.20

=====

(3)
DFT (wB97M-V/def2-TZVPD) results for a cluster of 3 separate species, C15H23F8NO8SSi in total in a non-equilibrium geometry.

Summary:
**Kohn-Sham gap**: 0.348 Ha
**Molecular weight**: 557.49 g/mol
**E_HOMO**: -9.187 eV
**Calculated total energy**: -2728.6995 Ha
**Charge**: 0

Atoms and positions in Å:
H: 0.92 2.73 2.80
H: 0.04 0.99 -4.43
F: 3.36 -2.62 6.21
F: 2.18 -4.53 4.90
S: 0.05 -0.64 6.53
F: 1.57 -2.32 7.76
O: 0.83 0.57 6.52
H: -1.52 2.79 -7.00
F: 0.25 -3.23 6.38
H: -0.99 1.67 -8.27
F: -2.38 -1.98 5.02
H: 3.44 2.07 1.66
H: -1.57 -0.65 2.52
H: -3.47 1.46 -6.45
C: -2.88 1.13 -7.31
H: 1.18 1.67 4.22
F: 3.10 -3.18 3.55
C: -1.51 1.75 -7.30
C: 0.86 0.37 -4.09
H: -0.19 -1.76 -2.22
C: -0.83 -0.27 3.24
H: 1.78 0.89 -4.35
H: -0.81 1.39 1.87
O: -0.55 -0.26 -0.81
H: 0.08 -0.86 3.04
C: 1.90 0.92 2.33
C: 2.11 -3.31 4.40
O: -2.55 -0.26 -7.11
C: 1.08 -2.19 6.55
H: -2.41 0.45 5.33
O: -0.30 1.76 0.17
H: 1.74 -0.29 -2.25
H: 3.95 0.77 2.44
Si: -1.50 -0.63 4.94
O: -0.94 -1.29 -5.92
N: 3.26 1.51 2.49
C: -0.59 1.23 2.95
H: 0.84 -0.57 -4.63
C: -1.39 -0.30 -6.41
O: -0.72 -0.69 7.75
H: -1.27 1.91 3.48
F: 2.56 -1.08 4.96
C: 2.27 -2.25 5.53
H: -3.18 0.83 -9.43
C: 0.88 1.70 3.17
H: -1.30 -0.46 -2.72
F: 0.97 -3.20 3.75
C: 0.80 0.14 -2.60
H: -3.72 2.41 -8.82
C: -0.38 -0.69 -2.17
H: 1.63 0.92 1.27
H: -4.66 0.95 -8.50
C: -0.11 1.02 -0.75
H: 1.98 -0.13 2.63
C: -3.65 1.35 -8.59
O: 0.57 1.36 -1.87
O: -0.81 0.94 -6.35

=====

(4)
DFT (wB97M-V/def2-TZVPD) results for a structure of composition C15H23FeN5Se in a non-equilibrium geometry.

Summary:
**2S+1**: 5
**Kohn-Sham gap (alpha / beta)**: 0.206 / 0.242 Ha
**Molecular weight**: 408.19 g/mol
**E_HOMO (alpha / beta)**: -5.100 / -7.021 eV
**Calculated total energy**: -4524.2182 Ha
**Charge**: 0

Atoms and positions in Å:
Se: 0.17 -1.09 2.42
H: 2.51 -2.83 -0.26
H: 0.65 -4.19 -1.03
H: -4.41 -0.54 0.84
H: -2.31 -3.37 -1.61
N: 1.10 -1.30 -0.61
H: 2.41 2.75 -1.52
H: -1.23 2.27 -1.11
H: 1.42 -3.31 -2.36
C: -0.53 2.76 0.86
C: 2.96 -1.02 0.82
N: -0.77 1.41 1.27
H: -3.89 2.15 1.22
C: -2.31 -0.14 0.49
H: 2.51 0.74 1.75
H: -4.42 -2.56 -0.60
Fe: 0.34 0.00 0.53
N: 2.37 0.32 0.83
H: -3.68 1.10 2.62
C: 0.17 -2.11 -1.11
H: -0.03 3.60 -1.13
C: -3.16 1.76 1.93
H: 3.18 0.50 -1.06
H: 0.69 1.22 -1.76
C: -3.51 -1.99 -0.47
C: 3.00 1.14 -0.20
N: -1.21 -0.55 -0.18
N: 0.73 1.63 -0.83
H: 1.97 2.97 0.18
C: 2.44 -1.75 -0.42
H: 0.35 3.17 1.36
H: 2.61 -1.56 1.71
H: 3.96 1.55 0.14
C: -2.34 -2.44 -1.06
H: -2.75 2.59 2.51
C: 0.51 -3.41 -1.78
H: 4.06 -0.99 0.84
C: -3.52 -0.86 0.32
C: 2.05 2.23 -0.62
C: -2.06 1.00 1.24
H: -1.38 3.42 1.07
H: 3.06 -1.51 -1.30
C: -1.15 -1.71 -0.84
H: -0.30 -3.70 -2.44
C: -0.31 2.64 -0.66

=====

(5)
DFT (wB97M-V/def2-TZVPD) results for a structure of composition C15H23GeNO7Ti.

Summary:
**2S+1**: 3
**Kohn-Sham gap (alpha / beta)**: 0.240 / 0.314 Ha
**Molecular weight**: 449.83 g/mol
**E_HOMO (alpha / beta)**: -6.366 / -9.291 eV
**Calculated total energy**: -4093.3251 Ha
**Charge**: 0

Atoms and positions in Å:
H: 2.35 -4.28 0.49
H: 1.51 -3.64 -1.73
H: -3.36 0.27 2.47
C: 3.24 1.28 1.03
C: -4.11 -0.26 1.88
C: 1.32 -3.00 -0.88
C: 0.56 2.28 -0.46
Ge: 2.49 1.97 -0.64
H: 2.72 -0.31 -1.77
C: 0.60 -1.79 -1.00
H: 3.17 4.40 -0.26
H: 2.22 0.91 -2.95
O: 0.01 -1.63 -3.36
Ti: -0.70 0.71 -0.11
O: -0.28 0.59 1.83
C: 1.55 -2.59 1.51
C: 0.82 -1.39 1.34
H: 1.90 -2.87 2.49
O: -4.59 1.81 -0.33
H: -4.83 -2.08 -0.05
C: 0.41 -0.42 2.26
H: 4.33 1.35 1.01
C: 3.35 3.68 -1.05
H: 2.88 1.86 1.88
H: 0.19 2.73 -1.39
H: -2.30 -1.58 0.91
H: 2.97 0.24 1.19
H: -5.69 -0.56 -0.42
H: 0.34 0.28 3.99
H: 2.97 4.09 -1.98
O: -0.59 -0.04 -1.91
H: -5.07 0.23 2.00
H: 0.52 -2.45 -3.41
O: -2.41 -0.87 0.26
H: 3.90 0.82 -2.42
H: -4.37 -1.11 -1.47
N: 0.41 -1.00 0.10
H: -4.20 -1.29 2.26
O: -2.37 1.61 -0.15
C: -3.73 -0.29 0.41
H: 4.43 3.55 -1.15
C: -4.72 -1.06 -0.44
H: 0.39 2.99 0.36
C: 2.87 0.72 -2.10
C: 0.01 -1.17 -2.11
O: 0.71 -0.50 3.56
C: 1.79 -3.36 0.38
C: -3.61 1.16 -0.08

=====

(6)
DFT (wB97M-V/def2-TZVPD) results for a structure of composition C15H23IN5V.

Summary:
**2S+1**: 2
**Kohn-Sham gap (alpha / beta)**: 0.257 / 0.216 Ha
**Energy above the lowest of the compared OMol25 structures with the same formula, charge and spin**: 5.9 kcal per mole
**Molecular weight**: 451.23 g/mol
**E_HOMO (alpha / beta)**: -9.764 / -8.696 eV
**Calculated total energy**: -2100.6550 Ha
**Charge**: +1

Atoms and positions in Å:
C: 2.12 -3.00 1.78
H: 3.43 -3.12 3.49
H: -1.01 0.33 2.31
H: -2.10 -0.07 -1.61
N: 0.83 2.04 0.74
H: -4.20 0.87 -0.69
H: -2.43 2.16 1.45
C: 2.83 -2.48 2.86
C: 1.47 0.08 -1.72
V: 0.18 0.29 -0.08
C: 1.27 4.53 1.90
N: -1.51 0.75 -1.42
I: 1.20 1.26 -3.55
H: 0.84 -2.50 0.14
C: 0.79 4.43 0.59
H: -1.26 -1.16 1.77
H: -1.82 2.76 -0.90
H: 0.58 5.32 0.00
H: -4.11 1.76 1.74
N: 1.89 1.03 2.60
C: -3.58 1.70 -0.33
H: -3.31 -0.65 0.80
H: 1.59 -0.93 -2.12
C: 0.61 3.19 0.05
H: -0.99 0.88 -2.30
C: 1.97 -0.31 2.28
C: 1.60 3.38 2.56
H: 2.38 1.25 3.46
H: 2.14 -4.06 1.55
N: -1.41 -0.19 1.52
C: -2.41 1.92 -1.27
H: -3.29 -0.21 2.50
C: 2.76 -1.13 3.11
C: 1.39 -2.14 1.01
N: 1.31 -0.81 1.23
H: 2.45 0.40 -1.36
C: -3.24 1.48 1.15
H: -4.21 2.60 -0.41
H: 3.30 -0.68 3.94
H: 0.28 3.06 -0.97
H: -2.81 2.21 -2.25
H: 2.02 3.42 3.56
C: -2.87 0.05 1.52
C: 1.42 2.14 1.93
H: 1.40 5.50 2.37

=====

(7)
DFT (wB97M-V/def2-TZVPD) results for a structure of composition C15H23KN5O2Te4.

Summary:
**Kohn-Sham gap (alpha / beta)**: 0.187 / 0.183 Ha
**Energy above the lowest of the compared OMol25 structures with the same formula, charge and spin**: 15.4 kcal per mole
**Molecular weight**: 854.88 g/mol
**E_HOMO (alpha / beta)**: -3.293 / -3.155 eV
**Calculated total energy**: -2681.6069 Ha
**Charge**: -1

Atoms and positions in Å:
H: -0.40 2.98 -3.61
H: -3.43 -0.83 -2.83
H: 1.74 3.59 -2.10
C: 1.27 2.94 -1.36
N: 0.30 -0.54 1.48
C: 0.85 -1.63 3.95
H: -2.38 1.48 -3.75
C: -0.20 -2.13 3.20
H: -1.83 -1.51 -3.13
H: 3.05 1.76 -1.15
H: 4.05 0.43 2.36
H: 1.06 -2.05 4.92
H: -1.33 3.00 -2.11
Te: 5.02 -0.95 -1.27
N: -1.76 0.28 -2.09
C: -1.47 1.16 -3.22
Te: 3.43 -2.90 -2.23
H: -0.79 -2.95 3.58
H: 4.08 1.95 1.47
C: 2.35 2.29 -0.49
C: 1.66 -0.62 3.44
H: -2.28 0.76 -1.35
H: -2.79 -2.75 2.56
C: -0.45 -1.58 1.92
H: -0.85 0.60 -3.93
C: -2.58 -1.79 -1.12
K: -0.78 1.93 0.99
N: 1.72 1.33 0.37
O: -3.19 1.26 0.32
C: 3.48 1.33 2.13
N: 0.51 1.92 -2.05
C: 1.34 -0.11 2.18
O: -3.22 2.59 0.26
Te: 1.88 -3.54 -0.06
C: -2.43 -0.97 -2.40
H: 0.21 1.18 -1.42
C: -0.68 2.37 -2.75
H: 3.30 1.86 3.06
H: -2.16 -4.04 1.51
C: -2.51 -3.00 1.53
H: -3.39 -1.34 -0.53
Te: 0.46 -1.56 -1.32
H: -3.41 -2.95 0.92
H: 2.52 -0.26 3.99
H: 0.63 3.61 -0.74
C: 2.17 0.93 1.48
H: -2.87 -2.81 -1.39
H: 2.91 3.07 0.05
N: -1.38 -1.75 -0.29
C: -1.44 -2.07 1.03

=====

(8)
DFT (wB97M-V/def2-TZVPD) results for an isolated molecule of C15H23N3O2S.

Summary:
**Kohn-Sham gap**: 0.319 Ha
**Energy above the lowest of the compared OMol25 structures with the same formula, charge and spin**: 27.4 kcal per mole
**Molecular weight**: 309.43 g/mol
**E_HOMO**: -8.126 eV
**Calculated total energy**: -1298.2913 Ha
**Charge**: 0

Atoms and positions in Å:
H: 5.27 0.45 1.54
H: 1.65 -0.52 0.87
C: -0.28 0.30 1.35
H: -2.47 2.08 1.93
C: 4.13 -2.19 -1.01
C: -3.96 0.90 0.91
S: 2.03 3.28 -0.89
C: 2.09 1.68 -0.46
N: -1.49 0.71 0.65
H: 0.16 1.14 1.92
H: 3.82 -2.92 -1.74
H: -0.53 -0.50 2.04
H: -2.69 -1.05 -0.12
C: 0.75 -0.21 0.34
H: 0.34 -1.07 -0.20
C: -0.14 1.29 -1.29
H: -4.69 1.43 1.52
H: -3.94 -1.83 -2.17
C: -4.40 -1.12 -1.47
O: -4.41 -0.43 0.87
C: 5.19 -2.47 -0.16
H: 3.87 1.98 0.37
C: -2.57 1.05 1.55
C: 4.95 -0.30 0.83
H: -2.54 0.37 2.41
H: 6.43 -1.71 1.41
H: -3.92 -2.29 0.28
O: -5.77 -1.42 -1.43
H: -4.24 -0.10 -1.85
N: 1.06 0.83 -0.62
C: 3.47 -0.98 -0.94
H: -0.56 0.44 -1.84
H: 0.12 2.08 -1.99
H: 5.70 -3.42 -0.22
H: -2.07 2.09 -0.80
C: 3.87 -0.02 -0.01
N: 3.25 1.23 0.10
H: -0.76 2.66 0.25
C: -1.17 1.79 -0.28
H: -6.11 -1.04 -0.61
C: -3.76 -1.27 -0.08
C: 5.60 -1.51 0.75
H: -3.96 1.35 -0.10
H: 2.66 -0.76 -1.62

=====

(9)
DFT (wB97M-V/def2-TZVPD) results for a structure of composition C15H23N3O3 in a non-equilibrium geometry.

Summary:
**Kohn-Sham gap**: 0.303 Ha
**Energy above the lowest of the compared OMol25 structures with the same formula, charge and spin**: 355.2 kcal per mole
**Molecular weight**: 293.37 g/mol
**E_HOMO**: -7.763 eV
**Calculated total energy**: -974.8733 Ha
**Charge**: 0

Atoms and positions in Å:
C: -1.00 -1.56 2.38
N: -3.82 2.34 -3.48
H: 3.38 1.58 1.43
C: -0.28 0.44 -1.63
C: 0.73 -2.28 0.74
O: 2.58 -0.50 0.79
H: -1.14 -1.61 -0.83
H: 1.81 -2.78 0.77
C: -0.30 -0.96 -1.05
C: -1.64 0.50 -2.56
C: -3.86 1.42 -2.77
H: -1.95 -0.64 -3.23
H: 4.28 -0.31 3.08
H: 0.56 2.24 -2.04
C: 1.74 -0.14 -0.06
C: -2.80 1.14 -1.85
H: 5.13 -1.08 2.04
H: -1.89 1.45 0.46
C: 0.75 -1.20 -0.13
H: -1.33 1.30 -3.25
H: -2.91 0.36 -1.10
C: 3.71 0.49 0.96
H: -1.20 -0.65 1.53
O: -2.07 3.55 -1.91
H: 4.35 0.49 0.28
C: 4.68 -0.09 2.14
C: 0.74 1.27 -1.62
H: 0.33 -3.89 2.73
O: -5.01 0.39 -2.60
H: -1.72 3.13 0.60
C: -2.31 2.45 -1.20
H: 2.49 1.68 -0.70
C: 0.77 -3.18 3.10
C: 1.84 1.02 -0.98
H: -1.66 -2.40 2.09
H: 1.85 -3.25 2.94
H: -3.22 3.10 -3.40
N: -1.87 2.44 0.09
H: -4.75 2.38 -4.15
N: 0.28 -2.12 2.27
H: 5.69 0.61 2.28
H: -1.38 -1.36 3.21
H: 0.40 -2.71 4.15
H: 0.02 -3.07 0.50

=====

(10)
DFT (wB97M-V/def2-TZVPD) results for a structure of composition C15H23N8SW in a non-equilibrium geometry.

Summary:
**2S+1**: 3
**Kohn-Sham gap (alpha / beta)**: 0.222 / 0.231 Ha
**Molecular weight**: 531.31 g/mol
**E_HOMO (alpha / beta)**: -18.011 / -18.122 eV
**Calculated total energy**: -1487.6354 Ha
**Charge**: +3

Atoms and positions in Å:
H: -7.16 -2.59 1.17
C: 0.66 -4.49 1.18
N: 0.08 1.93 -3.41
C: -0.02 -2.90 -0.46
H: -6.96 1.21 0.75
W: -1.32 -0.27 -0.13
H: 0.76 -4.81 -0.96
H: -6.93 -1.96 3.65
H: -0.55 2.66 -5.24
H: 1.07 -5.46 1.43
N: -0.38 -2.02 0.54
C: -6.39 0.77 1.57
N: -2.91 0.48 1.10
N: -0.33 -0.30 -2.94
H: -6.75 -0.28 4.13
H: -6.96 -1.37 -0.07
C: -0.02 1.78 -4.89
H: 0.46 -3.84 3.23
C: 0.48 -4.13 -0.16
C: 0.42 -3.04 -3.02
H: -5.57 -1.91 0.90
C: -0.21 -2.37 1.83
H: -0.65 0.91 -5.06
C: -0.08 -2.32 -1.82
H: -6.34 1.48 2.39
H: -5.21 0.81 -1.09
S: 0.07 1.37 -0.78
C: 0.32 -3.60 2.18
H: -0.13 -3.97 -3.13
H: -0.51 -1.65 2.58
H: 1.21 1.65 -6.63
N: -0.50 -1.10 -1.82
N: -3.26 0.56 -0.23
N: -3.94 0.54 1.85
C: -4.57 0.69 -0.23
C: 1.34 1.63 -5.54
H: 1.99 2.46 -5.28
C: -6.93 -0.60 1.98
H: 1.82 0.70 -5.27
N: -4.97 0.71 1.04
C: -0.07 0.94 -2.57
H: -5.38 -1.15 3.43
H: -8.01 -0.44 2.00
C: -6.47 -1.01 3.38
H: 0.31 -2.44 -3.91
H: 0.42 2.82 -3.05
C: -6.64 -1.66 0.93
H: 1.48 -3.29 -2.88